1.
The following is a DFT calculation (ωB97M-V/def2-TZVPD) of C5H8N2 in the gas phase.

```
15
Properties=species:S:1:pos:R:3:lowdin_charge:R:1
N 1.5265 2.6178 0.5670 0.146
C 1.2200 1.5046 0.5338 -0.196
C 0.8367 0.0875 0.4299 -0.372
N 1.9512 -0.7314 -0.0344 0.044
C -0.3995 -0.0180 -0.5254 -0.264
C -1.7783 0.3612 -0.0157 -0.111
C -1.4299 -1.0818 -0.2781 -0.121
H 0.6130 -0.2319 1.4599 0.150
H 2.7745 -0.6274 0.5571 0.084
H 2.2258 -0.3955 -0.9500 0.078
H -0.1591 0.2337 -1.5630 0.141
H -1.7658 0.7069 1.0333 0.110
H -2.4811 0.8718 -0.6943 0.108
H -1.9014 -1.6012 -1.1120 0.103
H -1.2327 -1.6963 0.5920 0.101
```

As for the spin multiplicity: 1. The HOMO energy comes out at -10.32 eV. The calculation puts the energy above the lowest of the compared OMol25 structures with the same formula, charge and spin at 31.80 kcal per mole. The HOMO-LUMO gap comes out at 11.3 eV. The calculation puts the total energy at -8293.6173 eV.



2.
The following is a DFT calculation (ωB97M-V/def2-TZVPD) of a molecular structure, C3H2GaO3.

```
9
Properties=species:S:1:pos:R:3:lowdin_charge:R:1
H 1.2021 -1.5036 0.7462 0.174
O 1.2372 -0.4629 -1.0417 -0.125
C 0.5552 -0.9323 0.0554 -0.236
C -0.3252 0.0546 0.6520 -0.297
C -1.9115 0.5908 -0.2211 0.221
O 0.3328 1.2318 0.8678 -0.096
O -1.7656 1.0910 -1.2597 0.207
Ga 1.1706 1.2915 -0.7178 0.875
H -0.4955 -1.3610 0.9189 0.276
```

As for the spin multiplicity: 1. The HOMO energy (spin up / spin down) comes out at -14.41 / -14.48 eV. The calculation puts the energy above the lowest of the compared OMol25 structures with the same formula, charge and spin at 137.48 kcal per mole. The HOMO-LUMO gap (spin up / spin down) comes out at 6.6 / 6.7 eV. The calculation puts the total energy at -61645.2288 eV. Its total charge is +1.



3.
The following is a DFT calculation (ωB97M-V/def2-TZVPD) of a molecular structure, C10H15FN5V.

```
32
Properties=species:S:1:pos:R:3:lowdin_charge:R:1
V -0.5934 1.4283 2.9886 1.157
F -1.5040 0.5922 1.2739 -0.566
C -3.2684 0.2135 -1.5112 -0.072
C -3.9604 -1.0513 -1.1925 -0.266
N -4.5298 -2.0468 -0.9319 0.137
H -3.4624 1.0833 -0.8836 0.081
H -3.5565 0.4564 -2.5339 0.084
H -2.2069 -0.0237 -1.4406 0.047
C 0.5476 4.0324 -0.6703 -0.011
C 0.0677 3.6587 0.6475 -0.172
N -0.3203 3.2830 1.6598 0.101
H 0.0902 3.4102 -1.4395 0.096
H 1.6330 3.9398 -0.7084 0.106
H 0.2857 5.0660 -0.8965 0.104
C -1.4160 -2.6525 0.4417 -0.059
C 0.0063 -2.9183 0.2587 -0.276
N 1.1067 -3.1085 0.1309 0.155
H -1.9716 -3.4105 -0.1104 0.089
H -1.7249 -1.6677 0.0913 0.030
H -1.6388 -2.6758 1.5085 0.090
C 3.3231 -1.4764 2.2315 -0.025
C 2.2267 -0.5231 2.1995 -0.166
N 1.2801 0.1945 2.1596 0.096
H 3.0688 -2.3414 1.6190 0.073
H 3.5029 -1.8048 3.2552 0.102
H 4.1997 -1.0181 1.7736 0.103
C 0.9646 -0.0455 -1.6318 -0.080
C 2.4328 -0.1857 -1.6796 -0.286
N 3.5601 -0.3478 -1.6741 0.136
H 0.6227 0.1451 -0.6145 0.043
H 0.5544 -0.9759 -2.0244 0.079
H 0.6802 0.7704 -2.2962 0.072
```

As for the spin multiplicity: 4. The HOMO energy (spin up / spin down) comes out at -13.79 / -13.79 eV. The HOMO-LUMO gap (spin up / spin down) comes out at 8.8 / 8.8 eV. The calculation puts the total energy at -46460.7519 eV. Its total charge is +1. As for the expectation value of S²: 3.756.